Record 1
{"formula": "C3H5B", "method": "wB97M-V/def2-TZVPD", "homo_energy_ha": -0.344, "gap_ev": 9.9, "energy_ha": -142.00224, "smiles": "BC1C=C1", "de_lowest_kcal_mol": 43.0, "lumo_energy_ev": 0.544, "species": ["B", "C", "C", "C", "H", "H", "H", "H", "H"], "positions_angstrom": [[-0.829749, 0.787649, -0.690991], [-0.336492, 0.099290, 0.538507], [0.600636, -1.048299, 0.107017], [1.191746, 0.022767, 0.612605], [-1.930774, 0.585425, -1.074851], [-0.187744, 1.236628, -1.544030], [-1.076587, 0.005001, 1.400117], [0.556769, -1.930042, -0.504972], [2.012195, 0.241581, 1.156598]], "forces_ev_per_a": [[-1.2, -0.8, -1.2], [-0.4, 0.8, 1.2], [0.7, 2.4, 0.0], [-3.5, -3.9, -1.0], [-0.7, 0.2, 0.3], [1.0, 0.6, -0.2], [1.4, -0.4, -0.7], [0.2, -0.2, 0.3], [2.5, 1.2, 1.3]]}

=====

Record 2
{"formula": "C3H5BCl2O2", "method": "wB97M-V/def2-TZVPD", "homo_energy_ha": [-0.316, -0.316], "gap_ev": [8.5, 8.5], "energy_ha": -1212.99279, "de_lowest_kcal_mol": 61.7, "lumo_energy_ev": [-0.076, -0.079], "species": ["B", "C", "C", "C", "O", "O", "Cl", "Cl", "H", "H", "H", "H", "H"], "positions_angstrom": [[-1.860424, 0.129402, -0.337869], [-0.391675, 0.621827, -0.614993], [2.930949, -0.140792, 0.568192], [0.637902, 0.078233, 0.065249], [-2.835859, 0.620508, -1.134696], [-2.055422, -0.746886, 0.674007], [3.433132, -1.485817, -0.378323], [3.788566, 1.311814, 0.255183], [-0.238238, 1.384135, -1.365918], [2.818012, -0.361087, 1.622249], [0.461163, -0.697917, 0.786281], [-3.732088, 0.310945, -0.993944], [-2.956021, -1.024367, 0.854588]], "forces_ev_per_a": [[0.8, 0.1, 0.0], [1.9, -0.3, 0.5], [-3.1, 0.8, -1.3], [0.8, -0.4, 0.6], [-0.4, 0.4, -0.6], [-0.1, -0.5, 0.6], [0.1, -0.2, 0.1], [0.2, 0.2, 0.1], [0.1, 0.2, -0.1], [-0.1, 0.0, -0.1], [-0.2, -0.3, 0.2], [-0.1, -0.1, 0.1], [0.0, 0.0, -0.1]]}

=====

Record 3
{"formula": "C3H5Br", "method": "wB97M-V/def2-TZVPD", "homo_energy_ha": -0.368, "gap_ev": 10.8, "energy_ha": -2691.23052, "smiles": "C#CC.Br", "de_lowest_kcal_mol": 34.9, "lumo_energy_ev": 0.749, "species": ["C", "C", "C", "H", "H", "H", "H", "Br", "H"], "positions_angstrom": [[0.193515, -1.250742, 0.540251], [-0.254862, -0.216735, 0.238298], [-0.881777, 1.047698, -0.017806], [0.417874, -2.274559, 0.565545], [-0.775269, 1.845384, 0.599171], [-0.469245, 1.353111, -1.017926], [-1.882884, 0.861811, -0.279061], [4.670884, 0.196351, -0.028654], [4.281657, -0.008430, -1.412141]], "forces_ev_per_a": [[1.0, -3.2, 0.2], [-1.1, 3.1, 0.5], [1.0, -1.4, -4.2], [0.5, -0.5, 0.4], [0.5, 1.9, 2.3], [-0.2, 0.2, 0.8], [-1.6, -0.1, 0.1], [-0.2, -0.1, -0.8], [0.2, 0.1, 0.8]]}

=====

Record 4
{"formula": "C3H5Br2Cl3", "method": "wB97M-V/def2-TZVPD", "homo_energy_ha": -0.367, "gap_ev": 10.1, "energy_ha": -6645.80836, "de_lowest_kcal_mol": 63.9, "lumo_energy_ev": 0.167, "species": ["Br", "C", "C", "Br", "H", "H", "H", "H", "C", "Cl", "Cl", "Cl", "H"], "positions_angstrom": [[0.654357, -0.914768, -3.568388], [0.747067, -1.154948, -1.561268], [-0.269633, -0.222698, -0.852618], [-2.154383, -0.683908, -1.220498], [1.758707, -1.047088, -1.170018], [0.544147, -2.204238, -1.346948], [0.027907, 0.803122, -1.070038], [-0.098793, -0.105178, 0.217482], [-0.331663, 1.062772, 2.176392], [0.482427, 2.484312, 2.808042], [0.820477, -0.259878, 2.060272], [-1.155723, 1.437622, 0.550562], [-1.024893, 0.804882, 2.977022]], "forces_ev_per_a": [[0.3, -0.2, 1.4], [-1.2, -0.4, 0.1], [2.5, -1.6, -2.0], [1.0, -0.1, -0.3], [0.1, 0.8, -0.5], [-0.4, 0.0, -0.4], [-0.5, -0.4, -1.5], [0.1, -2.3, -1.2], [-0.4, 0.8, -0.2], [0.1, 0.3, -0.2], [0.3, -0.2, 0.4], [-1.5, 3.5, 5.1], [-0.4, -0.1, -0.8]]}

=====

Record 5
{"formula": "C3H5Br2LiO2", "method": "wB97M-V/def2-TZVPD", "homo_energy_ha": -0.349, "gap_ev": 9.3, "energy_ha": -5423.42885, "de_lowest_kcal_mol": 0.0, "lumo_energy_ev": -0.218, "species": ["Li", "Br", "C", "Br", "H", "H", "C", "C", "O", "O", "H", "H", "H"], "positions_angstrom": [[-0.065363, 0.183037, -0.921464], [2.622522, 0.415527, -0.521170], [2.520416, -0.948788, -1.873936], [1.105371, -0.585033, -3.143755], [2.297268, -1.890369, -1.391980], [3.455634, -0.975005, -2.412735], [-2.046628, 0.652815, 2.029050], [-1.300446, 0.381328, 0.747674], [-1.426250, 1.187377, -0.227057], [-0.525685, -0.621712, 0.675814], [-2.985344, 1.159562, 1.815177], [-1.434769, 1.312963, 2.647217], [-2.216727, -0.271704, 2.577164]], "forces_ev_per_a": [[0.0, 0.0, -0.2], [0.1, 0.0, 0.0], [0.0, 0.0, 0.0], [0.0, -0.1, 0.0], [0.0, 0.0, 0.0], [0.0, 0.0, -0.1], [-0.1, 0.0, 0.0], [0.1, 0.0, -0.2], [-0.1, -0.1, 0.3], [-0.2, 0.1, 0.1], [0.0, 0.0, 0.0], [0.0, 0.0, 0.0], [0.0, 0.0, 0.0]]}

=====

Record 6
{"formula": "C3H5BrF2", "method": "wB97M-V/def2-TZVPD", "homo_energy_ha": -0.385, "gap_ev": 11.1, "energy_ha": -2891.01391, "smiles": "CC(F)(F)CBr", "de_lowest_kcal_mol": 20.1, "lumo_energy_ev": 0.679, "species": ["C", "C", "F", "F", "C", "Br", "H", "H", "H", "H", "H"], "positions_angstrom": [[-0.866119, -0.299944, -0.001534], [0.321946, -0.943714, 0.557934], [-0.258842, -1.115279, 2.092515], [0.485177, -2.217570, 0.184673], [1.662865, -0.213451, 0.529152], [3.052154, -1.194381, 1.343917], [-1.598607, -1.165894, -0.102163], [-1.077087, 0.566242, 0.811555], [-0.607705, 0.016029, -1.041068], [2.096791, -0.096344, -0.455968], [1.584393, 0.833046, 0.825907]], "forces_ev_per_a": [[-0.6, 0.7, 0.1], [-0.2, -0.9, 3.3], [2.1, 0.4, -2.9], [0.0, 0.2, -0.1], [-0.6, 0.5, -0.3], [0.6, -0.3, 0.9], [0.4, 1.7, 0.5], [-0.2, -2.0, -2.5], [-0.5, 0.3, 0.8], [-0.8, -0.4, -0.7], [-0.1, -0.3, 0.8]]}

=====

Record 7
{"formula": "C3H5BrN2", "method": "wB97M-V/def2-TZVPD", "homo_energy_ha": -0.291, "gap_ev": 8.6, "energy_ha": -2800.65497, "de_lowest_kcal_mol": 83.8, "lumo_energy_ev": 0.672, "species": ["C", "C", "C", "N", "N", "Br", "H", "H", "H", "H", "H"], "positions_angstrom": [[-0.120605, -0.754456, 0.125120], [1.900212, 0.723229, 0.704746], [-1.493238, -1.315775, 0.201484], [-0.078683, 0.453762, -0.343565], [1.146209, 1.103434, -0.286554], [3.623937, 1.485922, 0.597335], [-1.521331, -2.252463, -0.350218], [-1.673574, -1.565778, 1.246138], [-2.291593, -0.650241, -0.155528], [-0.861988, 1.034335, -0.680844], [1.370654, 1.738030, -1.058114]], "forces_ev_per_a": [[-0.4, -0.6, -0.4], [0.1, 0.3, 0.7], [0.0, 0.4, -0.2], [-1.0, -0.5, -0.2], [0.9, 0.6, -0.2], [0.3, 0.3, -0.4], [0.0, -0.1, 0.0], [-0.1, -0.1, 0.1], [-0.2, 0.0, 0.0], [0.3, -0.1, 0.3], [0.0, -0.3, 0.2]]}

=====

Record 8
{"formula": "C3H5BrN2O2", "method": "wB97M-V/def2-TZVPD", "homo_energy_ha": -0.369, "gap_ev": 9.9, "energy_ha": -2951.26660, "smiles": "C/C(O)=N\\Br.N=C=O", "de_lowest_kcal_mol": 0.0, "lumo_energy_ev": -0.136, "species": ["C", "C", "O", "N", "Br", "H", "H", "H", "H", "N", "C", "O", "H"], "positions_angstrom": [[-0.303469, -1.476281, 0.012422], [0.160674, -0.052909, 0.133163], [-0.897824, 0.698900, 0.071013], [1.395550, 0.312408, 0.172738], [2.925665, -0.858460, -0.019581], [0.117693, -1.860709, 0.961558], [-1.330562, -1.374715, 0.048461], [-0.037119, -2.114708, -0.889217], [-0.578873, 1.616303, -0.062364], [0.739374, 2.700204, -0.066059], [1.918704, 2.264660, 0.022446], [3.116053, 2.246185, 0.059582], [0.674800, 3.710851, -0.216632]], "forces_ev_per_a": [[2.5, -0.8, 0.5], [1.0, -3.1, -2.1], [-0.1, 1.1, 0.2], [0.5, 0.9, 0.1], [-1.8, 0.5, 0.2], [-0.5, -0.9, -0.6], [-2.2, -0.4, 0.3], [0.2, 1.2, 1.2], [0.3, 0.9, 0.3], [0.2, 0.7, -0.2], [2.2, -0.1, 0.0], [-2.8, 0.2, -0.1], [0.3, -0.4, 0.1]]}

=====

Record 9
{"formula": "C3H5BrN3", "method": "wB97M-V/def2-TZVPD", "homo_energy_ha": -0.536, "gap_ev": 8.4, "energy_ha": -2855.26192, "de_lowest_kcal_mol": 28.8, "charge": 1, "lumo_energy_ev": -6.206, "species": ["C", "C", "C", "N", "N", "N", "Br", "H", "H", "H", "H", "H"], "positions_angstrom": [[-0.717559, 1.132644, 0.489271], [-2.384248, -0.426905, 0.275618], [0.203074, 0.255441, -0.048342], [-1.960727, 0.800791, 0.701207], [-1.551119, -1.224532, -0.374486], [-0.298297, -0.915284, -0.405347], [3.986645, 0.283915, 0.087828], [-0.445965, 2.030068, 0.877163], [-3.433914, -0.611109, 0.234034], [1.322042, 0.455165, -0.151058], [4.932013, -0.287853, -0.633401], [0.348051, -1.492345, -1.052485]], "forces_ev_per_a": [[-0.7, -1.7, 0.4], [2.3, 2.0, -1.1], [1.7, -0.1, 0.1], [-1.4, -1.1, 0.0], [-1.3, -1.6, 0.3], [2.2, 0.3, -2.3], [-2.4, 1.5, 2.0], [1.0, 2.8, 0.7], [-0.4, -0.5, 0.4], [-1.7, -0.4, 0.0], [2.4, -1.5, -1.9], [-1.6, 0.4, 1.6]]}

=====

Record 10
{"formula": "C3H5BrNO2", "method": "wB97M-V/def2-TZVPD", "homo_energy_ha": -0.524, "gap_ev": 9.9, "energy_ha": -2896.19096, "de_lowest_kcal_mol": 24.8, "charge": 1, "lumo_energy_ev": -4.337, "species": ["C", "C", "C", "N", "O", "O", "Br", "H", "H", "H", "H", "H"], "positions_angstrom": [[1.093516, 2.152381, 0.091666], [-0.680982, 0.753559, -0.489526], [1.503423, 0.205980, 0.662098], [0.393126, -0.320342, -0.136588], [1.768920, 3.066242, 0.270543], [-0.016577, 2.001045, -0.448392], [3.269970, -0.422492, -0.104583], [-0.926592, 0.371704, -1.446918], [-1.525572, 0.687415, 0.084701], [1.549734, 0.001113, 1.668672], [0.027445, -1.030849, 0.499386], [0.687153, -0.719585, -1.091334]], "forces_ev_per_a": [[3.8, -3.2, 3.0], [3.4, -0.6, -0.8], [2.1, 3.8, -4.8], [-0.1, -0.8, 0.1], [0.7, 0.8, 0.1], [-4.7, -1.1, -2.4], [-1.8, 0.7, 0.6], [-0.4, 1.0, -1.4], [-1.7, 0.2, 2.1], [-0.6, -0.5, 2.1], [-0.7, -0.5, -0.8], [0.0, 0.3, 2.1]]}

=====

Number 1: M 51.9 g/mol. Number 2: M 154.8 g/mol. Number 3: M 121.0 g/mol. Number 4: M 307.2 g/mol. Number 5: M 239.8 g/mol. Number 6: M 159.0 g/mol. Number 7: M 149.0 g/mol. Number 8: M 181.0 g/mol. Number 9: M 163.0 g/mol. Number 10: M 167.0 g/mol.